1.
This record from OMol25 describes 5 unconnected molecules or ions with the total composition C36H61BrN2O23P6S in a non-equilibrium geometry. The level of theory is ωB97M-V/def2-TZVPD.

Each line ends with the Mulliken charge.
Element x y z (Å)
1 O -4.66876 -0.91330 -5.41942  -0.744
2 P -4.77749 0.42262 -4.72730  0.581
3 C -5.42738 0.16131 -2.99788  0.656
4 C -6.89493 0.25213 -2.84474  -0.631
5 C -7.57656 0.06067 -1.55407  0.429
6 C -9.12234 0.19345 -1.39780  -1.001
7 P -9.51640 2.02691 -1.58729  0.978
8 O -8.30878 2.79593 -1.10629  -0.667
9 O -10.78715 2.50905 -0.58969  -0.515
10 O -9.79293 2.47084 -3.16236  -0.544
11 C -6.69635 -0.26296 -0.41004  -0.882
12 C -5.23214 -0.34290 -0.55542  0.183
13 C -4.55123 -0.11759 -1.85462  -0.056
14 C -2.98716 -0.17965 -1.95898  0.541
15 O -2.38661 0.37449 -2.84352  -0.522
16 C -2.29341 -0.97248 -0.80307  0.290
17 C -0.93732 -1.52733 -0.90654  -0.387
18 Br 0.13584 -1.38398 -2.53175  -0.192
19 C -0.29137 -2.23491 0.21736  -0.518
20 C -0.95413 -2.43678 1.52108  0.575
21 C -0.23531 -3.14873 2.71443  -0.477
22 C 1.33231 -3.00296 2.70289  -1.012
23 C 1.85707 -1.51813 2.67805  -0.341
24 C 3.42224 -1.59059 2.35475  -0.370
25 C 4.14845 -0.20542 2.55061  -0.641
26 C 5.68370 -0.28875 2.11423  -0.508
27 C 5.84539 -0.67177 0.59416  -0.659
28 S 7.59186 -0.69259 0.00214  -0.152
29 C 8.11473 -2.42208 0.08885  0.320
30 N 8.45497 -3.25179 -0.94356  -0.362
31 N 8.75493 -4.45907 -0.39736  -0.140
32 C 8.64190 -4.38114 0.93888  0.031
33 O 8.24607 -3.11362 1.28813  -0.219
34 C -2.34339 -1.91687 1.61303  -0.706
35 C -2.98330 -1.21494 0.49626  0.328
36 C -4.43518 -0.68854 0.73876  0.184
37 O -4.89945 -0.57033 1.85043  -0.593
38 H -3.60162 1.21596 -4.77713  0.098
39 H -5.80435 1.16109 -5.41822  0.052
40 H -7.51757 0.50063 -3.74472  0.426
41 H -9.70813 -0.35735 -2.17826  0.422
42 H -9.45574 -0.09600 -0.36510  0.369
43 H -11.56231 2.00676 -0.92358  0.334
44 H -9.77396 3.44453 -3.25094  0.346
45 H -7.14820 -0.45177 0.59570  0.324
46 H 0.75211 -2.63876 0.14141  0.202
47 H -0.59549 -2.63513 3.65815  0.163
48 H -0.57200 -4.22198 2.81512  0.395
49 H 1.72515 -3.49495 3.64297  0.433
50 H 1.79007 -3.55432 1.82976  0.300
51 H 1.74286 -1.00880 3.67298  0.368
52 H 1.38871 -0.91249 1.84792  0.298
53 H 3.91422 -2.32063 3.05507  0.203
54 H 3.48798 -1.89826 1.27471  0.148
55 H 4.17177 0.08730 3.63838  0.306
56 H 3.67745 0.64717 1.99402  0.310
57 H 6.24832 -1.03616 2.73924  0.284
58 H 6.17740 0.71597 2.27742  0.362
59 H 5.40871 -1.68844 0.40515  0.222
60 H 5.25767 0.07603 -0.00955  0.421
61 H 8.81149 -5.15892 1.72020  0.365
62 H -2.89588 -2.07764 2.57095  0.498
63 C -2.68459 7.48744 -2.64562  -0.623
64 O -4.04398 7.10963 -2.75412  -0.464
65 P -4.56948 5.52539 -3.06199  0.973
66 O -3.22918 4.85215 -2.89911  -0.675
67 O -4.88590 5.89808 -4.62111  -0.359
68 C -3.84223 6.34509 -5.46528  -0.675
69 O -5.36585 4.03233 -3.26017  -0.037
70 C -6.80102 4.08461 -3.27273  -0.246
71 H -2.54763 8.00397 -1.69255  0.315
72 H -1.96801 6.67193 -2.69857  0.276
73 H -2.46311 8.19331 -3.44857  0.277
74 H -2.87455 5.93028 -5.17849  0.341
75 H -3.79824 7.43660 -5.44869  0.224
76 H -4.06866 6.02873 -6.48336  0.279
77 H -7.15519 4.70500 -4.10209  0.345
78 H -7.16955 4.48181 -2.32774  0.360
79 H -7.17885 3.07286 -3.40028  -0.228
80 C 6.79325 -7.07387 -2.62305  -0.446
81 O 7.25341 -7.06769 -3.96236  -0.441
82 P 8.12904 -8.33127 -4.67769  1.095
83 O 7.95618 -9.33384 -3.56411  -0.669
84 O 9.51893 -7.48699 -4.53723  -0.372
85 C 9.98382 -7.09993 -3.25565  -0.575
86 O 8.92742 -9.47233 -5.66616  -0.261
87 C 9.16891 -9.05948 -7.01730  -0.668
88 H 5.71825 -6.87884 -2.62727  0.286
89 H 6.97097 -7.99486 -2.07433  0.314
90 H 7.28590 -6.25407 -2.09568  0.105
91 H 9.67897 -7.80204 -2.47826  0.330
92 H 9.61607 -6.09980 -3.01715  0.180
93 H 11.07277 -7.06456 -3.28547  0.298
94 H 9.80255 -8.17004 -7.04139  0.298
95 H 8.22285 -8.85246 -7.52267  0.284
96 H 9.67857 -9.86863 -7.53923  0.245
97 C -1.13583 -1.03012 8.04741  -0.509
98 O -1.45595 -2.31624 8.54785  -0.452
99 P -2.12351 -3.56769 7.61613  0.967
100 O -1.96569 -2.90202 6.27171  -0.479
101 O -3.59426 -3.29368 8.27055  -0.363
102 C -4.21571 -2.03201 8.10973  -0.581
103 O -2.72635 -4.99854 6.90682  -0.251
104 C -2.88063 -6.11422 7.79474  -0.700
105 H -0.09142 -0.81638 8.28480  0.262
106 H -1.27738 -0.90286 6.97760  0.232
107 H -1.75899 -0.30186 8.57002  0.243
108 H -3.92373 -1.54500 7.17809  0.306
109 H -3.96834 -1.38993 8.95812  0.202
110 H -5.29480 -2.18317 8.10010  0.266
111 H -3.58490 -5.87577 8.59468  0.306
112 H -1.91486 -6.39064 8.22334  0.299
113 H -3.26840 -6.95738 7.22445  0.247
114 C 3.44669 10.14392 1.14268  -0.608
115 O 2.15133 9.60709 0.94510  -0.438
116 P 1.83811 7.98750 0.54487  1.087
117 O 3.23965 7.47021 0.75032  -0.661
118 O 1.55304 8.39401 -1.01175  -0.314
119 C 2.57363 9.00080 -1.78080  -0.656
120 O 1.23465 6.42143 0.24064  -0.273
121 C -0.19374 6.31277 0.15562  -0.539
122 H 3.47477 10.62916 2.12078  0.261
123 H 4.25736 9.42184 1.09472  0.326
124 H 3.61437 10.90689 0.37985  0.240
125 H 3.56957 8.69012 -1.46136  0.338
126 H 2.48501 10.08786 -1.71652  0.231
127 H 2.43496 8.70852 -2.82153  0.261
128 H -0.57861 6.93015 -0.65799  0.159
129 H -0.64799 6.62182 1.09978  0.310
130 H -0.45289 5.27291 -0.03905  0.288

**Largest force on an atom**: 9.14 eV/Å
**E**: -224995.18829 eV
**E_HOMO**: -9.04 eV
**SMILES string**: O=[PH2]c1cc(CP(=O)(O)O)cc2c1C(=O)c1c(Br)cc(CCCCCCCSc3nnco3)cc1C2=O.COP(=O)(OC)OC.COP(=O)(OC)OC.COP(=O)(OC)OC.COP(=O)(OC)OC
**Kohn-Sham gap**: 6.6 eV

=====

2.
This record from OMol25 describes a molecular structure, C36H61N6P3RuS in a non-equilibrium geometry. The level of theory is ωB97M-V/def2-TZVPD.

Each line ends with the Mulliken charge.
Element x y z (Å)
1 Ru 0.25030 0.79841 0.38425  -0.313
2 C 1.42831 -2.42427 1.02848  -1.508
3 C 1.60296 -1.71113 2.36553  1.065
4 C 1.65378 -2.65615 3.55771  -1.357
5 P 0.28173 -0.39900 2.42943  0.273
6 C 0.57469 0.55962 4.00379  1.028
7 C -0.08981 -0.01525 5.24752  -1.683
8 C 0.15454 2.00967 3.77646  -1.665
9 C -1.25001 -1.37575 2.34549  0.088
10 C -1.76486 -2.20919 3.32360  -0.597
11 C -2.82879 -3.08704 3.04974  0.249
12 C -3.45783 -3.91499 4.09415  -1.631
13 C -3.27959 -3.17690 1.71934  -1.173
14 C -2.79790 -2.34360 0.74715  -0.312
15 C -1.83897 -1.34682 1.04853  -0.824
16 N -1.48232 -0.39110 0.15202  1.650
17 C -2.36188 -0.00111 -0.81843  0.076
18 C -3.76456 -0.10026 -0.67268  -0.257
19 C -4.60730 0.23104 -1.70443  -1.134
20 C -4.11494 0.70545 -2.93065  0.249
21 C -5.03605 1.01261 -4.04552  -1.544
22 C -2.72830 0.90993 -3.04123  -0.323
23 C -1.86383 0.58877 -2.01144  -0.901
24 P -0.06182 0.86826 -2.00985  1.456
25 C 0.65331 -0.43198 -3.14636  0.478
26 C 0.25434 -0.23684 -4.60335  -1.502
27 C 0.20525 -1.80381 -2.64775  -1.125
28 C 0.13892 2.51040 -2.86517  0.531
29 C -0.41646 3.61051 -1.96261  -1.678
30 C 1.59502 2.78729 -3.21865  -2.019
31 H 2.29284 -3.04350 0.81176  0.686
32 H 1.32710 -1.66962 0.22690  -0.031
33 H 0.54980 -3.06718 1.02791  0.284
34 H 2.55061 -1.15751 2.32673  -0.070
35 H 0.69736 -3.13887 3.73846  0.326
36 H 1.98327 -2.13831 4.45733  0.403
37 H 2.38071 -3.43788 3.34366  0.421
38 H 1.66741 0.50277 4.12002  0.545
39 H -1.17414 0.00260 5.17157  0.403
40 H 0.18413 0.59919 6.10449  0.482
41 H 0.24751 -1.02620 5.45191  0.332
42 H -0.92943 2.09185 3.82781  0.438
43 H 0.48124 2.37636 2.79259  0.048
44 H 0.58079 2.64478 4.54898  0.544
45 H -1.36446 -2.18655 4.32512  0.447
46 H -3.12678 -3.66507 5.09760  0.404
47 H -3.26161 -4.97628 3.91403  0.396
48 H -4.54583 -3.82806 4.04324  0.427
49 H -4.03300 -3.90688 1.46436  0.532
50 H -3.13297 -2.45361 -0.27287  0.852
51 H -4.17994 -0.41528 0.27440  0.597
52 H -5.67448 0.12747 -1.56816  0.522
53 H -6.00979 0.55508 -3.88899  0.431
54 H -4.62661 0.69310 -5.00358  0.424
55 H -5.19362 2.09093 -4.13198  0.338
56 H -2.34538 1.33140 -3.95880  0.701
57 H 1.74350 -0.34305 -3.04284  0.566
58 H -0.81873 -0.35377 -4.72966  0.335
59 H 0.73802 -1.00976 -5.19981  0.515
60 H 0.56693 0.72149 -5.00900  0.370
61 H -0.86491 -1.93477 -2.80284  0.262
62 H 0.42301 -1.93714 -1.58740  -0.046
63 H 0.72177 -2.58605 -3.20016  0.596
64 H -0.45055 2.46618 -3.78739  0.863
65 H 0.02565 3.53860 -0.95869  -0.061
66 H -1.49883 3.53410 -1.87071  0.246
67 H -0.17820 4.58869 -2.37829  0.612
68 H 2.18853 2.87763 -2.30994  0.306
69 H 1.66559 3.72516 -3.76473  0.571
70 H 2.02183 2.00764 -3.84487  0.355
71 C 4.97537 3.44874 1.86642  -0.815
72 N 4.37926 3.86227 0.52231  0.213
73 C 5.14866 3.10894 -0.56688  -0.746
74 N 5.09561 1.71744 -0.33215  0.229
75 C 5.67343 1.37556 0.95496  -0.936
76 N 4.90740 2.04236 1.99331  0.269
77 C 3.58914 1.50289 2.16183  -1.153
78 P 2.49870 1.72407 0.62150  1.769
79 C 2.92569 3.57266 0.47987  -1.458
80 C 3.81926 1.10747 -0.57890  -1.138
81 H 4.41907 3.95416 2.66266  0.380
82 H 6.01890 3.78366 1.89820  0.393
83 H 4.52788 4.86914 0.38713  0.369
84 H 6.18652 3.45310 -0.52941  0.348
85 H 4.72561 3.36903 -1.54190  0.420
86 H 6.71294 1.70648 0.99920  0.342
87 H 5.64845 0.29673 1.10817  0.368
88 H 3.10396 1.99457 3.01035  0.491
89 H 3.69633 0.43877 2.38798  0.269
90 H 2.44220 4.09012 1.31716  0.549
91 H 2.51163 3.98369 -0.44629  0.587
92 H 3.50953 1.30539 -1.60960  0.392
93 H 3.90340 0.02278 -0.45798  0.616
94 C -4.84789 3.41613 0.57620  -0.742
95 N -3.75063 4.28346 0.88408  0.171
96 C -3.96164 5.71675 1.03279  -0.628
97 C -2.57167 6.24967 1.41620  -0.598
98 N -1.75345 5.04361 1.36650  0.028
99 C -2.48348 3.96249 1.10336  -0.082
100 S -1.89073 2.36293 1.00796  -0.155
101 H -5.28674 3.67795 -0.38838  0.320
102 H -5.62762 3.52863 1.33103  0.343
103 H -4.51791 2.37992 0.55032  0.042
104 H -4.71668 5.90313 1.80037  0.364
105 H -4.33236 6.14185 0.09588  0.352
106 H -2.55178 6.68636 2.41891  0.347
107 H -2.19233 6.98969 0.70649  0.325
108 H -0.81024 5.02792 1.71318  0.188

**Largest force on an atom**: 1.78 eV/Å
**E**: -88510.70600 eV
**Net charge**: +4
**E_HOMO (alpha / beta)**: -18.08 / -18.09 eV
**Kohn-Sham gap (alpha / beta)**: 4.9 / 4.9 eV

=====

> What is the largest force on an atom in the second record?

1.78 eV/Å

=====

> Among the records above, which one has the highest largest force on an atom?

C36H61BrN2O23P6S

=====

> Among the records above, which one has the highest E?

C36H61N6P3RuS

=====

> What is the formula in the second record?

C36H61N6P3RuS